[1]
Formula: C31H42F15N3O4Si
Source: OMol25
Level of theory: ωB97M-V with the def2-TZVPD basis set

Last column: Mulliken charge in e.
Element x y z (Å)
C: -4.918 0.386 1.051  -1.089
C: -3.422 0.345 0.693  -0.056
O: -3.217 -0.663 -0.281  -0.358
C: -2.094 -0.335 -1.131  -0.451
C: -2.678 0.471 -2.310  -1.217
N: -2.665 -0.424 -3.473  -0.323
C: -1.662 -1.407 -3.230  -0.197
O: -1.152 -2.053 -4.129  -0.567
C: -1.301 -1.541 -1.701  1.879
C: 0.192 -1.343 -1.474  -1.974
C: 0.721 -0.074 -2.160  -1.415
C: 1.519 0.859 -1.259  0.911
F: 1.181 0.727 0.041  -0.369
F: 1.200 2.144 -1.574  -0.371
C: 3.064 0.671 -1.321  0.536
F: 3.613 1.063 -0.164  -0.324
F: 3.268 -0.660 -1.416  -0.317
C: 3.768 1.333 -2.548  0.689
F: 2.875 1.489 -3.546  -0.319
F: 4.694 0.494 -3.019  -0.303
C: 4.388 2.725 -2.290  0.484
F: 4.771 3.191 -3.503  -0.350
F: 3.485 3.581 -1.820  -0.264
C: 5.658 2.754 -1.367  0.848
F: 6.148 1.546 -1.078  -0.294
F: 5.288 3.320 -0.198  -0.338
C: 6.806 3.659 -1.898  0.533
F: 7.714 3.716 -0.899  -0.256
F: 6.385 4.895 -2.116  -0.240
F: 7.414 3.136 -2.952  -0.234
C: -1.845 -2.938 -1.352  0.394
F: -1.078 -3.872 -1.977  -0.393
F: -3.085 -3.025 -1.910  -0.371
C: -1.878 -3.250 0.121  -0.486
C: -2.815 -4.438 0.441  -0.856
Si: -2.062 -5.829 1.490  0.207
C: -0.228 -5.632 1.850  -1.172
C: -2.379 -7.452 0.581  -1.222
C: -3.030 -5.972 3.110  0.593
C: -4.178 -6.707 3.196  -0.195
C: -4.850 -6.833 4.364  -0.632
C: -4.410 -6.227 5.499  -0.414
C: -3.287 -5.465 5.430  -0.681
C: -2.615 -5.346 4.258  -0.263
H: -5.363 1.249 0.565  0.088
H: -5.373 -0.535 0.705  0.271
H: -5.026 0.527 2.123  0.360
H: -3.167 1.328 0.297  0.339
H: -2.823 0.175 1.593  0.382
H: -1.414 0.228 -0.491  0.645
H: -3.639 0.868 -2.031  0.655
H: -2.019 1.316 -2.513  0.156
H: -3.571 -0.883 -3.501  0.417
H: 0.438 -1.416 -0.418  0.723
H: 0.665 -2.197 -1.954  0.451
H: 1.389 -0.399 -2.950  0.614
H: -0.036 0.528 -2.650  0.838
H: -2.234 -2.394 0.680  0.255
H: -0.844 -3.411 0.429  0.291
H: -3.659 -4.052 1.008  0.417
H: -3.246 -4.897 -0.445  0.584
H: -0.020 -4.673 2.323  0.343
H: 0.349 -5.750 0.936  0.347
H: 0.045 -6.420 2.548  0.391
H: -1.973 -8.303 1.125  0.363
H: -3.441 -7.604 0.401  0.357
H: -1.915 -7.451 -0.407  0.340
H: -4.579 -7.225 2.337  0.211
H: -5.747 -7.429 4.433  0.368
H: -4.947 -6.351 6.426  0.387
H: -2.918 -4.959 6.310  0.368
H: -1.714 -4.750 4.208  0.280
C: -4.723 6.017 -3.597  -0.895
N: -4.122 4.883 -2.918  -0.167
C: -4.691 4.047 -2.014  0.796
C: -6.132 4.295 -1.640  -1.335
O: -4.044 3.129 -1.530  -0.544
H: -4.685 5.856 -4.675  0.296
H: -4.160 6.921 -3.360  0.293
H: -5.755 6.154 -3.296  0.339
H: -3.161 4.659 -3.121  0.231
H: -6.437 3.548 -0.914  0.188
H: -6.246 5.283 -1.193  0.402
H: -6.775 4.212 -2.517  0.382
C: 7.378 4.648 2.691  -0.607
N: 8.072 5.325 3.772  -0.126
C: 9.288 5.935 3.741  0.713
C: 10.039 5.923 2.431  -1.168
O: 9.740 6.465 4.742  -0.646
H: 6.418 5.137 2.517  0.293
H: 7.195 3.611 2.976  0.285
H: 7.958 4.668 1.775  0.101
H: 7.625 5.369 4.674  0.217
H: 10.982 6.443 2.567  0.283
H: 10.247 4.899 2.117  0.331
H: 9.466 6.434 1.656  0.331

E_LUMO = 0.017 hartree
SMILES string = CCO[C@@H]1CNC(=O)[C@]1(CCC(F)(F)C(F)(F)C(F)(F)C(F)(F)C(F)(F)C(F)(F)F)C(F)(F)CC[Si](C)(C)c1ccccc1.CNC(C)=O.CNC(C)=O
HOMO = -9.3 eV
Relative energy (zero: lowest compared OMol25 entry of this formula, charge and spin) = 0.0 kJ/mol
Kohn-Sham gap = 9.755 eV


[2]
Formula: C43H64BrO4SSb2Si2V
Source: OMol25
Level of theory: ωB97M-V with the def2-TZVPD basis set

Last column: Mulliken charge in e.
Element x y z (Å)
V: -1.459 0.763 -0.439  0.136
C: 1.979 0.750 1.113  0.295
C: 1.446 0.617 2.554  -1.307
C: -0.082 0.699 2.739  -0.063
Sb: -0.638 2.804 2.912  1.330
C: -0.182 2.905 4.996  0.504
C: 0.786 3.815 5.421  -0.468
C: 1.022 4.013 6.776  -0.565
C: 0.284 3.312 7.717  -0.477
C: -0.678 2.398 7.304  -0.725
C: -0.912 2.197 5.950  -0.316
C: -2.756 2.661 3.132  0.908
C: -3.417 1.496 3.520  -0.522
C: -4.806 1.430 3.507  -0.379
C: -5.547 2.528 3.094  -0.769
C: -4.899 3.698 2.717  -0.661
C: -3.513 3.764 2.739  -0.869
Sb: 0.856 2.109 -0.149  -0.003
C: 1.719 3.941 0.482  1.309
C: 1.014 5.138 0.399  -0.689
C: 1.626 6.324 0.769  -0.617
C: 2.938 6.322 1.227  -0.629
C: 3.642 5.131 1.306  -0.930
C: 3.034 3.936 0.935  -0.887
C: 1.787 2.150 -2.084  1.262
C: 3.023 2.775 -2.222  -0.351
C: 3.546 3.039 -3.481  -0.868
C: 2.829 2.701 -4.619  -0.650
C: 1.595 2.082 -4.489  -0.674
C: 1.081 1.804 -3.230  -0.478
H: 1.944 -0.214 0.607  -0.720
H: 3.017 1.077 1.133  1.007
H: 1.914 1.382 3.181  0.168
H: 1.792 -0.346 2.939  0.453
H: -0.398 0.191 3.649  0.879
H: -0.602 0.217 1.898  -0.656
H: 1.360 4.379 4.692  0.428
H: 1.774 4.723 7.097  0.406
H: 0.451 3.482 8.773  0.382
H: -1.257 1.850 8.036  0.414
H: -1.677 1.493 5.648  0.205
H: -2.853 0.624 3.839  0.224
H: -5.307 0.520 3.812  0.437
H: -6.627 2.472 3.058  0.415
H: -5.476 4.555 2.393  0.431
H: -3.018 4.676 2.425  0.405
H: -0.002 5.145 0.031  0.437
H: 1.078 7.255 0.696  0.434
H: 3.409 7.249 1.529  0.419
H: 4.668 5.125 1.652  0.451
H: 3.600 3.016 1.007  0.352
H: 3.592 3.070 -1.351  0.366
H: 4.506 3.534 -3.568  0.441
H: 3.220 2.939 -5.599  0.411
H: 1.019 1.831 -5.371  0.450
H: 0.110 1.333 -3.161  0.368
O: -0.912 3.648 -1.535  -0.524
S: -2.126 2.871 -1.413  0.796
O: -3.326 3.398 -1.945  -0.667
O: -2.224 2.410 0.054  -0.115
O: -1.832 1.429 -2.039  -0.789
C: -4.839 -1.953 2.020  -1.165
Si: -3.366 -2.018 0.886  0.075
C: -3.793 -2.894 -0.710  -0.949
C: -1.967 -2.843 1.796  -0.462
C: -2.970 -0.227 0.474  0.854
H: -5.278 -2.947 2.141  0.429
H: -5.615 -1.286 1.637  0.388
H: -4.544 -1.596 3.011  0.229
H: -3.485 -3.941 -0.706  0.374
H: -3.313 -2.401 -1.560  0.035
H: -4.872 -2.869 -0.880  0.560
H: -1.135 -3.090 1.139  -0.377
H: -2.318 -3.768 2.262  0.492
H: -1.588 -2.194 2.591  0.299
H: -3.043 0.376 1.391  -1.071
H: -3.761 0.145 -0.198  0.635
C: 0.935 -4.363 0.117  -1.643
C: 0.634 -4.598 -1.375  3.199
C: 1.450 -5.808 -1.870  -1.699
C: -0.864 -4.909 -1.495  -2.177
Si: 1.093 -3.128 -2.470  -3.159
Br: -0.234 -1.226 -1.007  0.703
C: 0.151 -2.896 -4.091  3.005
C: -1.359 -2.669 -3.910  -1.618
C: 0.374 -4.192 -4.902  -1.725
C: 0.679 -1.701 -4.890  -2.163
C: 2.895 -2.589 -2.387  3.620
C: 3.085 -1.092 -2.617  -1.878
C: 3.527 -2.900 -1.023  -2.151
C: 3.635 -3.384 -3.485  -1.800
H: 0.480 -5.177 0.689  0.577
H: 0.522 -3.426 0.485  0.170
H: 1.999 -4.370 0.333  0.421
H: 1.212 -6.668 -1.237  0.536
H: 2.527 -5.642 -1.806  0.344
H: 1.209 -6.081 -2.899  0.345
H: -1.104 -5.737 -0.820  0.678
H: -1.146 -5.218 -2.501  0.483
H: -1.475 -4.054 -1.205  0.066
H: -1.855 -3.457 -3.352  0.341
H: -1.815 -2.628 -4.904  0.594
H: -1.565 -1.721 -3.414  0.103
H: -0.038 -5.070 -4.404  0.379
H: 1.432 -4.379 -5.105  0.325
H: -0.134 -4.088 -5.865  0.531
H: 0.545 -0.767 -4.348  0.203
H: 0.109 -1.632 -5.822  0.676
H: 1.730 -1.801 -5.159  0.339
H: 2.620 -0.516 -1.822  -0.090
H: 2.687 -0.741 -3.561  0.275
H: 4.158 -0.872 -2.607  0.661
H: 2.974 -2.441 -0.201  0.301
H: 4.539 -2.484 -1.016  0.663
H: 3.613 -3.970 -0.836  0.410
H: 3.323 -3.093 -4.489  0.331
H: 3.500 -4.465 -3.391  0.371
H: 4.706 -3.179 -3.396  0.548

E_LUMO (alpha / beta) = -0.147 / -0.124 hartree
Total charge = +1
2S+1 = 2
HOMO (alpha / beta) = -10.6 / -10.6 eV
Kohn-Sham gap (alpha / beta) = 6.599 / 7.217 eV


[3]
Formula: C49H112Br9NO
Source: OMol25
Level of theory: ωB97M-V with the def2-TZVPD basis set

Last column: Mulliken charge in e.
Element x y z (Å)
C: -6.745 2.402 -1.739  -0.249
Br: -7.628 1.906 -0.019  -0.023
Br: -6.007 4.239 -1.630  -0.005
Br: -7.986 2.138 -3.249  -0.017
H: -5.926 1.684 -1.768  0.285
C: -7.061 6.301 3.844  -0.347
Br: -7.058 6.283 5.872  -0.028
Br: -5.873 7.759 3.238  0.004
Br: -8.917 6.671 3.188  -0.017
H: -6.771 5.302 3.519  0.386
C: 2.461 3.093 -5.364  -0.288
Br: 2.633 4.741 -6.525  -0.027
Br: 3.710 3.071 -3.830  -0.009
Br: 2.703 1.490 -6.478  -0.011
H: 1.470 2.959 -4.931  0.326
C: -0.178 8.587 7.511  -1.099
C: 0.569 7.221 7.406  -0.426
C: 1.721 7.124 6.352  -0.725
C: 1.862 5.767 5.680  -0.611
C: 2.632 5.906 4.370  -0.342
C: 3.003 4.475 3.835  -1.297
H: 0.388 9.308 8.101  0.253
H: -1.167 8.601 7.970  0.343
H: -0.242 8.844 6.454  0.311
H: 1.007 6.889 8.347  0.356
H: -0.175 6.451 7.203  0.295
H: 2.629 7.603 6.717  0.359
H: 1.381 7.834 5.598  0.313
H: 2.411 5.163 6.402  0.276
H: 0.959 5.179 5.523  0.365
H: 2.016 6.468 3.668  0.328
H: 3.576 6.445 4.455  0.287
H: 3.523 4.467 2.877  0.360
H: 3.668 3.912 4.489  0.361
H: 2.157 3.791 3.765  0.296
C: -3.128 -0.453 5.585  -1.057
C: -4.402 -1.193 5.127  -0.567
C: -4.281 -1.796 3.667  -0.324
C: -5.254 -2.933 3.417  -0.751
C: -5.270 -3.376 1.964  -0.454
C: -3.827 -3.868 1.459  -1.149
H: -2.275 -0.859 5.041  0.224
H: -2.956 -0.580 6.654  0.319
H: -3.120 0.607 5.331  0.306
H: -4.561 -1.959 5.886  0.363
H: -5.273 -0.541 5.196  0.379
H: -3.306 -2.164 3.347  0.234
H: -4.547 -0.956 3.026  0.232
H: -5.052 -3.797 4.050  0.361
H: -6.261 -2.689 3.757  0.337
H: -5.981 -4.187 1.809  0.333
H: -5.512 -2.479 1.392  0.251
H: -3.089 -3.087 1.274  0.279
H: -3.446 -4.672 2.090  0.309
H: -3.948 -4.341 0.484  0.375
C: 0.152 -12.222 1.194  -1.403
C: -0.131 -10.744 1.342  -0.161
C: 1.038 -10.023 2.046  -0.839
C: 1.072 -8.493 1.842  -0.494
C: 1.475 -8.143 0.399  -0.383
C: 1.930 -6.703 0.271  -1.304
H: 1.096 -12.500 0.726  0.362
H: -0.623 -12.692 0.589  0.369
H: 0.256 -12.733 2.152  0.333
H: -0.345 -10.390 0.333  0.273
H: -1.076 -10.650 1.877  0.267
H: 1.974 -10.490 1.742  0.392
H: 0.894 -10.196 3.113  0.337
H: 0.063 -8.201 2.134  0.289
H: 1.742 -8.070 2.590  0.290
H: 2.293 -8.774 0.051  0.319
H: 0.738 -8.514 -0.313  0.347
H: 1.191 -5.975 0.605  0.299
H: 2.918 -6.490 0.681  0.328
H: 1.971 -6.477 -0.795  0.380
C: 0.146 -4.672 -6.095  -1.279
C: -0.708 -3.467 -6.431  -0.347
C: -2.158 -3.483 -5.872  -0.536
C: -3.027 -2.196 -5.942  -0.552
C: -4.494 -2.300 -5.639  -0.475
C: -4.762 -2.756 -4.171  -1.139
H: -0.456 -5.546 -6.342  0.306
H: 0.364 -4.853 -5.042  0.339
H: 1.029 -4.715 -6.732  0.358
H: -0.144 -2.634 -6.011  0.262
H: -0.625 -3.335 -7.510  0.341
H: -2.000 -3.727 -4.822  0.278
H: -2.629 -4.379 -6.277  0.330
H: -2.569 -1.382 -5.380  0.206
H: -2.937 -1.742 -6.929  0.395
H: -5.074 -1.393 -5.810  0.331
H: -4.897 -3.086 -6.279  0.259
H: -5.819 -2.885 -3.938  0.379
H: -4.373 -3.757 -3.984  0.306
H: -4.361 -2.074 -3.421  0.241
C: 6.388 -1.808 -3.957  -1.183
C: 6.899 -2.096 -5.379  -0.466
C: 6.539 -3.465 -5.931  -0.479
C: 6.967 -3.574 -7.409  -0.717
C: 7.061 -4.962 -8.070  -0.365
C: 7.685 -4.959 -9.435  -1.282
H: 5.311 -1.886 -4.099  0.284
H: 6.650 -0.874 -3.460  0.345
H: 6.777 -2.602 -3.319  0.295
H: 6.412 -1.438 -6.099  0.281
H: 7.956 -1.889 -5.551  0.383
H: 5.495 -3.734 -5.772  0.365
H: 7.147 -4.195 -5.397  0.299
H: 6.388 -2.993 -8.126  0.369
H: 7.972 -3.152 -7.379  0.246
H: 7.744 -5.521 -7.430  0.288
H: 6.102 -5.475 -7.995  0.332
H: 7.049 -4.354 -10.081  0.320
H: 8.676 -4.515 -9.528  0.320
H: 7.748 -5.966 -9.846  0.366
C: 0.780 7.918 -2.302  -1.264
C: 0.525 9.346 -1.765  -0.399
C: 0.518 10.378 -2.862  -0.601
C: 0.281 11.830 -2.378  -0.541
C: -0.084 12.811 -3.565  -0.550
C: -1.562 12.685 -4.080  -1.117
H: 0.804 7.233 -1.454  0.366
H: 1.693 7.925 -2.897  0.316
H: -0.064 7.493 -2.844  0.323
H: -0.355 9.416 -1.126  0.388
H: 1.354 9.488 -1.073  0.256
H: -0.129 10.028 -3.666  0.361
H: 1.531 10.311 -3.260  0.238
H: -0.539 11.783 -1.662  0.316
H: 1.193 12.185 -1.898  0.326
H: -0.078 13.833 -3.186  0.309
H: 0.560 12.831 -4.445  0.351
H: -1.676 11.646 -4.390  0.275
H: -2.253 12.891 -3.263  0.294
H: -1.788 13.390 -4.880  0.353
C: -0.628 -4.742 8.090  -1.225
C: -0.249 -4.512 6.614  -0.255
C: 0.916 -3.550 6.433  -0.757
C: 1.356 -3.403 4.928  -0.403
C: 2.401 -2.361 4.635  -0.470
C: 2.776 -2.191 3.161  -1.181
H: 0.221 -5.136 8.647  0.323
H: -1.351 -5.556 8.149  0.369
H: -1.034 -3.823 8.514  0.302
H: 0.039 -5.436 6.113  0.314
H: -1.028 -4.090 5.979  0.198
H: 1.798 -3.829 7.010  0.373
H: 0.667 -2.588 6.881  0.388
H: 1.725 -4.387 4.637  0.212
H: 0.564 -3.102 4.242  0.262
H: 2.109 -1.382 5.015  0.331
H: 3.258 -2.642 5.247  0.290
H: 1.876 -2.186 2.546  0.272
H: 3.296 -1.245 3.013  0.360
H: 3.446 -2.959 2.775  0.299
C: -0.250 0.069 -1.339  -1.338
C: -1.296 1.213 -0.945  0.612
C: -0.970 1.998 0.338  -0.794
O: -2.072 2.821 0.665  -0.215
C: -1.820 3.472 1.950  -0.822
N: -1.544 2.137 -2.068  -0.675
H: -0.309 -0.699 -0.568  0.334
H: 0.762 0.461 -1.441  0.306
H: -0.481 -0.401 -2.295  0.322
H: -2.209 0.639 -0.784  0.172
H: -0.126 2.657 0.134  0.354
H: -0.717 1.365 1.189  0.391
H: -1.491 2.822 2.761  0.271
H: -2.692 4.072 2.212  0.276
H: -0.934 4.107 1.923  0.337
H: -2.068 2.892 -1.651  0.256
H: -2.014 1.642 -2.813  0.223

E_LUMO = -0.018 hartree
HOMO = -9.3 eV
Relative energy (zero: lowest compared OMol25 entry of this formula, charge and spin) = 0.0 kJ/mol
Kohn-Sham gap = 8.768 eV


Q: Number 3 is which compound?
A: C49H112Br9NO